Entry 1:
# C23H15I2N6OZn

A structure of composition C23H15I2N6OZn (ωB97M-V with the def2-TZVPD basis set, the Open Molecules 2025 dataset).

- F_max: 4.1 eV/Å
- Orbital gap: 0.206 Ha
- Energy above the lowest of the compared OMol25 structures with the same formula, charge and spin: 0.00 kcal per mole
- HOMO energy: -0.3592 Eh
- Net charge: +1

The geometry in XYZ format:
```
48
C23H15I2N6OZn | the Open Molecules 2025 dataset | ωB97M-V with the def2-TZVPD basis set
C -1.39 3.48 4.10
H -1.95 -0.77 2.67
C 3.69 0.19 -0.87
C -1.28 4.86 3.77
C -1.42 4.32 1.41
H -1.40 -3.97 -4.13
N -1.67 1.16 3.37
H 1.85 1.33 -1.19
C -1.67 -0.57 -4.49
N -1.06 -1.19 -2.26
N -1.47 2.23 -0.47
H -1.53 0.81 4.33
I 0.22 -5.50 1.65
C -1.41 2.92 1.75
N 1.40 -0.44 -0.29
C 1.87 -1.67 0.11
O -0.42 -2.38 0.37
H 3.04 -5.25 1.13
H 4.20 0.94 -1.50
H -1.52 6.37 2.22
C -1.66 0.24 2.41
C -1.40 5.27 2.38
H -1.20 5.65 4.60
H -0.98 -3.19 -1.79
C -1.43 2.54 3.09
C 2.76 -4.24 0.93
C 4.19 -0.96 -0.25
C -1.13 -2.49 -2.57
C 1.41 -3.95 0.87
C 3.69 -3.25 0.70
H -1.55 4.55 0.38
N -1.55 0.56 1.15
C 0.84 -2.70 0.42
H -1.42 3.21 5.14
C -1.49 1.89 0.79
C -1.40 -0.20 -3.11
C -1.68 -1.92 -4.84
H 5.27 -1.16 -0.13
C -1.47 1.10 -2.53
H -1.92 0.24 -5.19
C -1.33 -2.94 -3.89
I 5.65 -3.91 0.93
Zn -0.65 -0.61 -0.40
H -1.75 1.91 -3.22
C 2.29 0.43 -0.77
N -1.45 1.12 -1.22
C 3.26 -1.97 0.28
H -2.01 -2.08 -5.83
```

Löwdin atomic charge list, values in e, 5 entries: atom 1 (C): -0.010, atom 2 (H): 0.155, atom 3 (C): -0.034, atom 4 (C): -0.012, atom 5 (C): 0.003

Entry 2:
# C22H68N4O10

A cluster of 10 separate species, C22H68N4O10 in total (ωB97M-V with the def2-TZVPD basis set, the Open Molecules 2025 dataset).

- F_max: 2.0 eV/Å
- Orbital gap (alpha / beta): 0.063 / 0.302 Ha
- Energy above the lowest of the compared OMol25 structures with the same formula, charge and spin: 52.88 kcal per mole
- Multiplicity: 2
- HOMO energy (alpha / beta): 0.0133 / -0.2273 Eh
- Net charge: -1
- ⟨S²⟩: 0.750

The geometry in XYZ format:
```
104
C22H68N4O10 | the Open Molecules 2025 dataset | ωB97M-V with the def2-TZVPD basis set
H -2.56 -1.75 -2.60
H 0.21 -5.43 -2.08
O 2.41 2.83 0.41
C -4.60 1.40 -1.47
H -1.80 -1.19 0.23
H 2.25 4.37 -3.99
H -3.71 2.01 -1.34
H -3.78 -2.14 -0.54
H -2.78 4.89 -5.35
H -1.05 -0.13 -2.08
H -1.26 2.88 -2.95
H 1.93 -5.67 2.43
H -1.95 4.42 3.90
O 3.38 1.58 3.58
N -1.25 0.68 -1.51
H 1.44 3.01 2.22
H 5.71 -4.08 3.80
H 1.99 0.10 3.96
H 1.75 2.75 -1.25
H 4.01 -2.96 1.53
C 1.70 3.61 1.34
H -2.91 -3.48 -2.60
H 0.12 4.37 -1.73
C 4.12 -3.29 2.56
C 0.61 -4.53 -2.55
H -0.43 -1.72 -0.50
H 0.56 0.61 -4.27
H 1.66 -1.83 0.81
C 6.06 -1.92 3.68
H -2.95 -0.08 5.12
C 1.22 -1.12 1.51
C 0.62 3.93 -2.59
H 1.54 -0.76 -4.91
O -3.34 3.07 4.60
H -3.51 2.16 4.36
C -0.53 3.46 -3.52
C 1.71 4.90 -3.21
H 0.99 -3.90 -1.76
H -2.09 2.83 3.04
C -0.91 1.61 0.68
O -3.34 0.08 4.26
H -3.80 -2.33 -3.60
H 0.83 4.02 0.82
H 1.67 -4.18 3.24
H 1.45 -4.75 -3.22
H 3.73 -0.22 4.49
H -5.17 1.46 -0.54
H -1.36 -0.34 3.56
C -5.13 -0.95 -1.51
H -0.85 2.58 0.17
H -0.02 2.82 -4.24
H 7.31 -3.96 2.36
H 1.62 -0.38 -3.21
C -0.48 0.54 -0.31
H 2.51 5.06 -2.49
H -2.60 -0.03 2.28
H -5.99 -3.25 -2.15
H -0.78 -1.23 -4.51
C -2.50 4.15 -4.60
H -3.24 3.95 -3.83
H 5.90 -0.98 3.15
O -0.54 -3.99 -3.17
C 0.95 -0.39 -4.07
H 0.56 2.00 -1.93
H -5.72 -0.83 -0.61
C -4.35 -2.27 -1.46
C -0.74 -0.94 0.19
H 5.54 -1.82 4.64
O 3.60 -4.56 2.63
H -2.47 3.19 -5.12
C 2.20 -4.61 2.39
C -3.36 -2.49 -2.62
C 2.93 0.50 4.34
H -1.95 1.49 0.98
H 6.11 -4.42 1.41
H 0.58 0.75 -0.51
H -5.74 -0.83 -2.41
H -2.21 0.57 -1.24
H 7.12 -1.98 3.92
H -0.32 1.62 1.59
H 3.59 -2.53 3.15
C -2.41 -0.44 3.27
H 1.41 5.90 -3.52
H -0.35 -3.08 -3.39
C -2.62 3.64 3.54
H 3.29 2.63 0.74
N 1.26 2.70 -2.13
H -2.68 -1.49 3.14
C 5.59 -3.29 3.07
O -0.12 -1.27 -3.81
H 1.63 -0.11 1.45
H 3.73 1.27 2.74
N 6.43 -3.64 1.97
O -4.13 0.07 -1.59
H -5.09 1.66 -2.41
H 2.85 0.94 5.34
H 1.53 -1.47 2.50
H 2.27 4.45 1.74
H -3.30 3.95 2.74
H -4.64 -4.13 -1.88
O -1.22 4.51 -4.09
O -0.22 -1.18 1.46
N -5.23 -3.41 -1.50
H 1.89 -4.24 1.42
```

Löwdin atomic charge list, values in e, 5 entries: atom 1 (H): 0.049, atom 2 (H): 0.076, atom 3 (O): -0.296, atom 4 (C): -0.082, atom 5 (H): 0.106

Entry 3:
# C6H16N2

The molecule C6H16N2 (ωB97M-V with the def2-TZVPD basis set, the Open Molecules 2025 dataset).

- F_max: 2.4 eV/Å
- Orbital gap: 0.342 Ha
- Energy above the lowest of the compared OMol25 structures with the same formula, charge and spin: 34.05 kcal per mole
- SMILES: CCCCNCCN
- HOMO energy: -0.3050 Eh

The geometry in XYZ format:
```
24
C6H16N2 | the Open Molecules 2025 dataset | ωB97M-V with the def2-TZVPD basis set
C -0.41 -0.93 -2.16
C -1.35 0.03 -1.33
H -0.05 -1.64 -1.40
H 3.00 2.25 1.88
H 3.36 0.68 1.61
H -0.69 0.21 2.67
H 1.33 1.58 3.41
H 2.09 1.68 0.57
H 1.80 -0.04 2.99
H 0.47 -0.36 -2.52
H 0.76 0.18 0.02
N -1.34 -0.20 0.11
H -0.47 -1.81 -3.96
H -1.77 -2.25 -2.98
C 0.02 0.66 1.95
C 0.01 -0.20 0.68
H -1.86 -0.97 0.50
H -2.39 -0.05 -1.67
C 2.49 1.34 1.52
N -1.15 -1.51 -3.28
H -1.02 1.07 -1.51
C 1.41 0.89 2.56
H -0.56 1.57 1.78
H 0.38 -1.20 0.99
```

Löwdin atomic charge list, values in e, 5 entries: atom 1 (C): -0.272, atom 2 (C): -0.214, atom 3 (H): 0.094, atom 4 (H): 0.061, atom 5 (H): 0.067

Entry 4:
# C7H16N2

A structure of composition C7H16N2 (ωB97M-V with the def2-TZVPD basis set, the Open Molecules 2025 dataset).

- F_max: 2.6 eV/Å
- Orbital gap (alpha / beta): 0.301 / 0.301 Ha
- Energy above the lowest of the compared OMol25 structures with the same formula, charge and spin: 78.82 kcal per mole
- HOMO energy (alpha / beta): -0.2898 / -0.2898 Eh

The geometry in XYZ format:
```
25
C7H16N2 | the Open Molecules 2025 dataset | ωB97M-V with the def2-TZVPD basis set
H -0.36 2.42 0.34
N -1.63 -0.27 1.39
H -0.96 -0.78 1.96
C -1.41 -0.41 0.13
C 2.37 0.78 0.94
H -0.71 -2.05 -2.16
H 0.90 -1.39 -2.28
C -0.12 -0.83 -0.47
C -0.11 -1.16 -1.95
H -2.81 -0.52 -1.50
H -2.00 1.04 -1.37
H 3.15 0.29 0.38
H 0.08 1.77 1.88
H 1.01 3.19 1.18
H 0.68 0.44 -0.38
H 2.52 0.94 2.00
H 1.31 -1.08 1.10
H 0.14 -2.48 0.92
H -0.52 -0.36 -2.56
C -2.43 0.22 -0.79
N 1.41 1.35 0.28
C 0.51 2.24 0.98
H -3.25 0.60 -0.20
H 1.51 -2.22 -0.18
C 0.72 -1.73 0.37
```

Löwdin atomic charge list, values in e, 5 entries: atom 1 (H): 0.077, atom 2 (N): 0.110, atom 3 (H): 0.030, atom 4 (C): -0.443, atom 5 (C): -0.038

Entry 5:
# CHN5S

The molecule CHN5S (ωB97M-V with the def2-TZVPD basis set, the Open Molecules 2025 dataset).

- F_max: 4.3 eV/Å
- Orbital gap (alpha / beta): 0.251 / 0.250 Ha
- Energy above the lowest of the compared OMol25 structures with the same formula, charge and spin: 86.40 kcal per mole
- HOMO energy (alpha / beta): -0.2815 / -0.2868 Eh

The geometry in XYZ format:
```
8
CHN5S | the Open Molecules 2025 dataset | ωB97M-V with the def2-TZVPD basis set
N 1.25 -1.83 0.08
N 1.08 0.72 0.39
H -0.90 0.33 0.58
N 0.21 -1.34 0.24
S 4.90 0.18 -0.16
C 3.40 0.39 0.13
N 2.16 0.17 0.04
N 0.01 0.02 0.12
```

Löwdin atomic charge list, values in e, 5 entries: atom 1 (N): 0.121, atom 2 (N): -0.039, atom 3 (H): 0.163, atom 4 (N): -0.122, atom 5 (S): 0.754

Entry 6:
# C27H66O31P4

A cluster of 9 separate species, C27H66O31P4 in total (ωB97M-V with the def2-TZVPD basis set, the Open Molecules 2025 dataset).

- F_max: 6.3 eV/Å
- Orbital gap: 0.396 Ha
- Energy above the lowest of the compared OMol25 structures with the same formula, charge and spin: 129.17 kcal per mole
- SMILES: COP(=O)(OC)OC.COP(=O)(OC)OC.COP(=O)(OC)OC.COP(=O)(OC)OC.COC(=O)OC.COC(=O)OC.COC(=O)OC.COC(=O)OC.COC(=O)OC
- HOMO energy: -0.3859 Eh

The geometry in XYZ format:
```
128
C27H66O31P4 | the Open Molecules 2025 dataset | ωB97M-V with the def2-TZVPD basis set
C 6.91 15.96 -23.55
H 15.03 17.32 -19.01
H 14.63 19.50 -13.88
O 13.02 17.21 -19.85
C 14.42 17.63 -19.86
C 12.13 17.82 -20.55
H 16.22 19.28 -22.17
H 3.73 19.86 -22.84
C 15.22 23.95 -21.73
H 6.09 15.85 -24.27
O 14.47 23.05 -22.47
H 5.59 20.00 -22.60
O 7.72 20.87 -15.70
C 4.64 19.54 -22.33
O 8.41 15.00 -20.94
H 10.89 18.29 -24.98
O 12.32 18.65 -21.44
C 11.90 14.10 -21.35
H 13.61 20.44 -26.07
C 11.14 11.70 -16.79
H 18.78 16.41 -21.30
O 9.94 22.37 -15.16
H 7.81 21.28 -11.66
H 17.49 17.57 -21.48
O 14.05 21.31 -24.29
O 6.48 19.22 -19.65
O 12.33 13.95 -18.06
H 12.08 13.13 -21.81
H 6.57 13.94 -20.85
O 4.57 20.05 -21.09
H 15.37 23.45 -20.77
O 12.02 14.95 -15.96
H 15.76 20.44 -20.88
H 5.96 21.86 -14.93
C 16.22 18.12 -16.37
H 10.68 11.10 -16.00
O 10.94 17.36 -20.06
H 15.42 20.72 -25.74
O 19.23 18.59 -21.58
O 16.26 21.28 -22.75
O 4.44 19.88 -18.61
H 16.14 24.29 -22.20
H 9.60 18.41 -21.49
H 17.53 16.61 -18.25
H 21.00 18.90 -25.74
C 8.48 21.70 -12.41
H 14.59 20.20 -15.52
O 9.55 13.24 -20.05
P 15.26 22.23 -23.62
C 7.23 14.63 -20.32
H 11.93 13.92 -20.27
H 22.30 20.65 -20.88
H 11.97 16.88 -15.77
H 8.12 22.62 -12.87
P 4.90 19.08 -19.85
O 16.10 22.98 -24.60
C 17.43 16.21 -17.24
H 18.40 16.38 -16.76
C 6.75 22.00 -15.67
H 6.24 22.10 -16.63
H 14.61 24.81 -21.44
H 13.64 16.17 -16.16
H 7.26 14.38 -19.26
O 21.26 17.06 -22.38
C 10.36 19.52 -16.87
O 8.91 20.68 -13.34
H 17.33 15.13 -17.13
H 6.58 21.39 -19.75
O 7.55 17.22 -23.64
H 14.55 19.61 -24.76
H 7.13 22.93 -15.26
H 22.74 18.91 -20.92
C 12.57 16.17 -16.34
O 9.95 19.71 -15.47
P 9.21 21.06 -14.91
O 16.44 16.81 -16.37
H 9.39 22.00 -11.90
H 10.17 19.62 -25.79
H 9.49 19.19 -17.44
C 15.72 20.22 -21.95
C 9.52 14.24 -20.77
O 15.38 18.32 -15.36
H 3.89 18.20 -17.41
O 4.40 17.70 -19.91
O 9.04 18.66 -24.29
C 8.61 17.42 -24.50
O 8.99 16.55 -25.38
H 7.66 20.56 -20.78
C 14.42 20.52 -25.35
H 8.08 20.56 -19.11
C 22.57 19.80 -21.51
H 5.17 19.31 -16.84
H 20.20 17.31 -25.68
H 10.80 20.48 -17.12
H 3.69 19.89 -16.69
C 12.13 13.91 -16.83
C 9.71 18.04 -20.47
O 16.70 18.97 -17.17
C 4.22 19.24 -17.38
H 12.41 16.30 -17.41
O 10.58 14.78 -21.51
C 10.28 19.18 -24.80
H 6.52 15.89 -22.54
H 7.50 15.05 -23.69
H 11.92 11.02 -17.14
H 9.50 18.80 -19.72
H 21.68 17.62 -24.84
H 10.48 11.77 -17.65
H 6.58 15.51 -20.37
C 15.18 19.61 -14.81
H 11.22 18.89 -17.13
H 8.84 17.40 -20.35
H 14.23 18.70 -19.74
O 21.55 19.65 -22.46
O 11.68 12.78 -16.16
H 14.68 19.97 -22.17
H 23.53 20.07 -21.96
H 14.77 17.19 -20.79
C 20.72 18.07 -25.09
C 18.50 17.45 -21.11
H 12.83 14.61 -21.61
H 4.73 18.47 -22.52
H 10.80 19.92 -24.20
H 16.14 20.12 -14.78
P 20.54 18.33 -22.59
C 7.22 20.51 -19.78
O 19.89 18.41 -24.08
H 18.37 17.48 -20.03
```

Löwdin atomic charge list, values in e, 5 entries: atom 1 (C): -0.054, atom 2 (H): 0.081, atom 3 (H): 0.102, atom 4 (O): -0.015, atom 5 (C): 0.040